{
  "formula": "CH3N3S2",
  "method": "ωB97M-V with the def2-TZVPD basis set",
  "elements": ["C", "N", "N", "N", "S", "S", "H", "H", "H"],
  "xyz": [[0.359, 1.079, -0.393], [0.855, 0.309, -1.296], [-0.130, 0.704, 0.801], [-0.246, -1.748, 0.039], [0.830, -1.241, -1.292], [-1.524, -0.862, 0.485], [0.241, 2.206, -0.596], [-0.626, 1.457, 1.380], [0.242, -1.904, 0.871]],
  "total_energy_ha": -1000.45304,
  "e_homo_ev": [-8.35, -8.35],
  "smiles": "c1ns[nH]s[nH]1",
  "total_charge": 0,
  "de_lowest_kcal_mol": 17.3,
  "orbital_gap_ev": [7.8, 7.8],
  "spin_multiplicity": 1
}